*1*
The following is a quantum chemistry calculation of a molecular structure, C2H5ClO3, from the Open Molecules 2025 dataset.

Each line ends with the Mulliken charge.
Positions of all 11 atoms, in Å:
O (0.19305, -0.49227, 1.63482)  -0.637
C (0.04672, 0.15545, -0.12419)  1.084
Cl (-1.37458, 2.01910, 1.01416)  -0.003
H (-0.99923, -1.48885, -1.25996)  0.290
H (0.77242, -0.98843, -1.59933)  0.302
H (0.42883, -1.89887, -0.11626)  0.287
C (-0.01459, -1.13316, -0.86372)  -1.142
O (1.17803, 0.95965, -0.40413)  -0.459
O (-1.11483, 0.82087, -0.14786)  -0.289
H (-0.16190, 0.14369, 2.26469)  0.253
H (1.04606, 1.90281, -0.39823)  0.313

Properties
gap between HOMO and LUMO	9.4	eV
spin multiplicity	1



*2*
The following is a quantum chemistry calculation of a molecular structure, C2H5ClO3, from the Open Molecules 2025 dataset.

Each line ends with the Mulliken charge.
Positions of all 11 atoms, in Å:
O (1.53793, -1.05419, -0.54620)  -0.279
H (-1.11991, 0.32671, -0.99381)  0.254
Cl (2.14652, -2.46727, 0.12617)  -0.035
C (0.30391, -0.78784, -0.08979)  0.995
H (-0.06132, -0.98815, 2.09553)  0.266
O (-0.62904, -1.77189, -0.07469)  -0.412
H (-0.25147, 1.08204, 0.44297)  0.315
C (-0.15063, 0.63477, -0.52719)  -1.014
H (-0.03740, -2.62060, -0.08823)  0.287
H (0.70665, 0.85049, -1.19427)  0.262
O (0.50586, -0.43154, 1.63994)  -0.641

Properties
gap between HOMO and LUMO	9.6	eV
spin multiplicity	1



Which of them is the most stable? Correct choice: *2*.



*1*
The following is a quantum chemistry calculation of a single C18H27N3O4 molecule, from the Open Molecules 2025 dataset.

Each line ends with the Mulliken charge.
Positions of all 52 atoms, in Å:
H (-0.33575, 3.91321, -0.59771)  0.350
C (4.35998, -0.25666, 1.15688)  0.977
H (4.33654, 0.36563, 3.19765)  0.360
H (5.52756, 1.22975, 2.19467)  0.394
H (3.79613, 1.57612, 2.02383)  0.245
H (-3.69300, -4.09224, 0.21055)  0.368
O (-2.98174, 1.85386, -0.68538)  -0.475
N (-0.08819, 1.84184, -0.56307)  -0.103
H (0.58075, -0.82744, 1.35990)  0.379
H (-1.62353, 3.97133, 1.56664)  0.403
H (-1.11121, -2.35057, 2.28603)  0.378
H (-2.46371, -4.71827, 1.31098)  0.402
H (2.54862, -1.23056, -0.19233)  0.423
C (-1.84524, -2.66345, -0.98652)  -0.829
H (-4.16838, 1.06807, 0.81075)  0.464
N (2.33473, -0.81702, -1.09614)  0.004
C (1.04568, 1.13479, -0.45167)  0.307
H (0.57604, 3.24247, 0.77434)  0.383
C (4.72419, -0.74751, -1.21709)  -0.948
C (-3.46598, 0.73352, 0.03440)  0.232
H (-2.51636, -3.18685, -1.65247)  0.360
C (-2.95387, -3.81153, 0.95675)  -1.730
O (3.76580, -1.30565, 1.33888)  -0.715
C (-0.10732, -1.33550, 0.69968)  -0.367
H (-1.57529, 2.20379, 1.61393)  0.219
H (-3.72245, 3.20537, 0.68176)  0.390
H (-2.76767, 3.83765, -0.68170)  0.375
H (-3.46304, -3.35731, 1.80510)  0.378
C (3.37118, -0.36932, -1.83387)  0.722
H (-5.02336, 0.31170, -1.38811)  0.408
H (-2.63633, 0.20292, 0.52394)  -0.018
C (-1.05592, -2.19513, 1.21810)  -0.919
H (0.86715, 0.00865, -2.28372)  0.586
C (-0.02683, -1.12212, -0.67265)  0.285
C (-1.93933, -2.87062, 0.38241)  1.231
O (3.26141, 0.27324, -2.85667)  -0.665
H (5.52565, -0.55398, -1.93070)  0.403
C (-0.29312, 3.09314, 0.12884)  -0.821
C (1.03016, -0.20298, -1.22071)  -0.506
C (4.53132, 0.79695, 2.22014)  -1.384
H (4.72315, -1.79958, -0.92271)  0.300
C (-1.58047, 3.07150, 0.95191)  -0.512
H (5.21243, 1.01159, -0.18000)  0.252
H (-4.51665, -1.08404, -0.41877)  0.339
H (-0.84308, -1.64602, -2.57881)  0.405
H (-3.48802, -0.49036, -1.72899)  0.218
N (4.93907, 0.05352, -0.02672)  -0.146
C (-2.82854, 3.03766, 0.06238)  -0.645
O (2.01066, 1.49754, 0.19349)  -0.696
C (-4.17311, -0.19567, -0.94008)  -1.393
H (-0.87763, 1.48986, -1.08702)  0.312
C (-0.90312, -1.79531, -1.51034)  -0.380

Properties
SMILES	CCOCCCNC(=O)[C@@H](NC(=O)CNC(C)=O)c1ccc(C)cc1
gap between HOMO and LUMO	9.7	eV
spin multiplicity	1



*2*
The following is a quantum chemistry calculation of a single C18H27N3O4 molecule, from the Open Molecules 2025 dataset.

Each line ends with the Mulliken charge.
Positions of all 52 atoms, in Å:
C (1.80121, -1.55050, -0.02082)  -0.833
H (7.60658, -0.08040, 1.85614)  0.314
H (-0.61846, -1.98043, -0.22898)  0.293
O (-2.55130, 2.59458, 0.01825)  -0.692
C (-2.33242, -0.93274, -0.04713)  0.334
C (8.22324, 0.14653, 0.98998)  -1.108
H (-4.34040, 0.33034, 2.23127)  0.312
N (-0.95179, -1.03222, -0.13562)  -0.024
H (-6.98794, -1.38622, 0.19796)  0.329
H (3.60776, -2.39288, 0.77770)  0.496
H (-8.14704, -0.05499, 0.28465)  0.320
H (1.65915, 1.51829, -1.30978)  0.680
H (-6.77317, -0.19423, 2.35595)  0.364
H (-6.62757, 1.37145, -1.05511)  0.353
O (6.33041, 0.11845, -0.54729)  -0.331
C (-0.62013, 1.28052, -0.11454)  -0.504
H (3.21836, -0.78617, 1.39588)  0.320
N (-2.83347, 0.33096, 0.00181)  0.103
C (7.40904, 0.91265, -0.04153)  -0.256
H (-4.57232, 0.40719, -2.04636)  0.311
H (-7.00520, -0.11792, -1.92679)  0.363
C (-7.08425, -0.29876, 0.22269)  -0.606
H (2.93326, -0.39686, -2.29164)  0.350
H (1.79690, -2.18266, -0.92117)  0.225
C (-6.35374, 0.24290, 1.44753)  -0.719
O (5.02965, 0.69133, 1.19060)  -0.566
H (4.66975, -1.49860, -1.14488)  0.558
H (-6.48861, 1.32576, 1.50205)  0.353
H (-4.85879, -1.11410, -1.18376)  0.301
H (2.56524, 1.32119, 0.20645)  0.358
H (3.97108, 0.95893, -1.85876)  0.502
C (3.22894, -1.40936, 0.49909)  -1.453
O (-2.98724, -1.95358, -0.02591)  -0.686
C (-6.48955, 0.28762, -1.05388)  -0.724
H (8.01229, 1.15998, -0.91712)  0.320
C (4.15119, -0.75572, -0.53531)  0.814
C (-4.28470, 0.52362, 0.08607)  -0.525
H (1.20470, -2.04356, 0.75217)  0.764
C (-0.08229, 0.02761, -0.17711)  0.732
C (3.33350, 0.17333, -1.45196)  -1.281
C (2.17880, 0.79678, -0.67629)  -0.999
H (9.06740, 0.75107, 1.30825)  0.375
H (-0.01239, 2.16579, -0.09458)  0.457
C (-5.00097, -0.03361, -1.14312)  -0.698
N (1.24053, -0.24299, -0.30113)  0.169
C (-2.03033, 1.49575, -0.03088)  0.170
H (8.59216, -0.78326, 0.56382)  0.296
H (-4.72125, -1.15969, 1.35112)  0.303
C (5.20517, 0.09069, 0.16346)  -0.027
H (6.99781, 1.82539, 0.40123)  0.317
C (-4.86477, -0.07875, 1.36450)  -0.702
H (-4.41405, 1.61153, 0.11289)  0.479

Properties
SMILES	CCOC(=O)C1CCN(c2cc(=O)n(C3CCCCC3)c(=O)[nH]2)CC1
gap between HOMO and LUMO	8.7	eV
spin multiplicity	1



Which of them is the most stable? Correct choice: *2*.